Entry w
{"formula": "H29O15", "method": "ωB97M-V/def2-TZVPD", "symbols": ["O", "H", "H", "O", "H", "H", "O", "H", "H", "O", "H", "H", "O", "H", "H", "O", "H", "H", "O", "H", "H", "O", "H", "H", "O", "H", "H", "O", "H", "O", "H", "H", "O", "H", "H", "O", "H", "H", "O", "H", "H", "O", "H", "H"], "coordinates": [[-4.58723, 1.23696, 1.99083], [-3.97009, 0.57961, 2.35052], [0.51958, 2.28144, 4.98681], [-1.66816, 3.09603, -1.02721], [-1.16647, 3.88889, -0.83853], [-1.37296, 2.44848, -0.37555], [-0.15015, 1.83565, 5.52150], [2.25060, 1.24862, -0.32013], [-0.91045, 1.93033, 4.93293], [4.74731, -1.10668, 2.17821], [5.13372, -0.40980, 1.65111], [3.82319, -1.27452, 1.96334], [2.17527, -2.48223, 2.79941], [1.90178, -1.65460, 3.21507], [1.76743, -2.34634, 1.94969], [-2.20627, 0.46841, -1.68229], [-1.87198, -0.39960, -1.96557], [-1.47179, 0.84600, -1.08129], [2.66184, 3.47836, -1.04128], [2.04555, 4.21014, -1.12956], [2.40945, 3.02353, -0.21626], [-0.83195, 0.94095, 0.50247], [-1.44986, 1.29612, 1.14127], [-4.30010, 1.34289, 1.07638], [1.84065, -3.20366, -4.33261], [1.72768, -2.43998, -3.76083], [1.86910, -3.92206, -3.69121], [0.03725, -1.02808, -2.72658], [0.32396, -0.23704, -2.24662], [-0.72042, 1.25869, -3.67774], [-0.84434, 2.02231, -4.23668], [-1.46261, 1.03415, -3.06575], [-0.47348, -3.54231, -1.02986], [-0.97341, -3.79527, -0.25692], [-0.39130, -2.57123, -1.10515], [0.12518, -1.23943, 1.47627], [-0.39267, -1.64838, 0.77527], [0.25785, -0.27783, 1.25813], [1.69303, 1.40761, 0.43211], [0.69417, 1.35331, 0.27791], [0.35499, -0.75800, -3.59470], [-2.56589, -2.61140, 1.10585], [-2.72339, -2.14368, 0.26395], [-1.85463, -2.13640, 1.55327]], "lowdin_charge": [-0.07, 0.03, 0.03, -0.07, 0.02, -0.04, -0.07, 0.02, 0.03, -0.07, 0.02, 0.00, -0.07, 0.04, 0.00, -0.12, 0.03, 0.01, -0.08, 0.02, 0.00, -0.38, -0.02, 0.03, -0.06, 0.00, 0.04, -0.06, 0.05, -0.09, 0.03, -0.01, -0.06, 0.01, 0.00, -0.09, -0.01, 0.02, -0.11, 0.00, 0.04, -0.06, 0.05, 0.01], "gap_ev": 9.453, "homo_ev": -7.022, "lumo_energy_ev": 2.4, "total_charge": -1}

Entry x
{"formula": "H29O15", "method": "ωB97M-V/def2-TZVPD", "symbols": ["O", "H", "H", "O", "H", "H", "O", "H", "H", "O", "H", "H", "O", "H", "H", "O", "H", "H", "O", "H", "H", "O", "H", "H", "O", "H", "H", "O", "H", "O", "H", "H", "O", "H", "H", "O", "H", "H", "O", "H", "H", "O", "H", "H"], "coordinates": [[-1.48510, -1.01538, -0.89160], [-1.68485, -0.64690, -0.02675], [-2.18300, 2.27211, -4.68872], [3.10409, -0.98558, 2.49087], [2.46489, -0.62021, 3.11378], [-1.95982, 1.14051, -2.16950], [-1.99764, 1.36392, -4.95957], [0.79447, 2.00284, 1.83604], [3.67378, -2.29255, -0.31023], [-1.01114, 4.60639, -2.59382], [3.19903, 0.47586, -2.01712], [-0.29451, 5.00976, -3.06037], [0.76230, -3.06337, -1.16579], [0.73916, -2.55556, -0.33067], [1.45458, 1.55282, 0.58296], [0.69211, -1.85503, 1.33882], [-2.75772, -3.18320, 2.22813], [0.70290, -0.85714, 1.53977], [-0.15462, 0.39902, 2.13318], [-0.13437, -3.39308, -1.14294], [2.52599, -1.23023, 1.75240], [-0.71181, 3.81857, 0.09107], [-1.33894, 3.12433, 0.33383], [-0.52412, -1.05995, -0.92799], [2.80802, 1.14365, -2.59810], [3.09847, 0.77648, -3.44266], [-1.38041, 1.14174, -4.26581], [-3.42123, -2.65515, 1.78439], [-0.97292, 4.62302, -1.62219], [-2.27858, 1.91274, 2.77176], [-1.44948, 1.76774, 3.24735], [-4.09397, -3.16167, 1.34127], [-0.07628, -4.42714, 3.24060], [-0.07619, -3.51779, 2.93785], [0.72117, -4.83125, 2.92134], [1.32930, 2.36328, 1.08708], [-0.74788, 0.69907, 1.45416], [0.12775, 3.33032, 0.18394], [4.14286, -2.48545, -1.13266], [-0.07919, -1.98397, 1.89770], [-2.34497, 0.95016, 2.65300], [-1.71954, 2.05418, -2.29503], [3.52975, -3.13402, -1.49752], [-0.99237, 2.42613, -1.82226]], "lowdin_charge": [-0.05, 0.02, 0.03, -0.07, 0.03, 0.02, -0.08, 0.02, 0.02, -0.07, 0.02, 0.02, -0.08, -0.02, 0.03, -0.14, 0.02, 0.00, -0.38, 0.03, -0.01, -0.07, 0.04, 0.01, -0.06, 0.03, 0.00, -0.04, 0.00, -0.10, 0.01, 0.03, -0.04, 0.00, 0.03, -0.09, -0.08, 0.01, -0.06, 0.02, 0.02, -0.06, 0.03, 0.00], "gap_ev": 8.933, "homo_ev": -6.572, "lumo_energy_ev": 2.4, "total_charge": -1}

Most stable structure: entry w

Entry w
{"formula": "C3H6OS2", "method": "ωB97M-V/def2-TZVPD", "symbols": ["C", "C", "C", "H", "H", "H", "H", "H", "H", "O", "S", "S"], "coordinates": [[2.46995, -0.39198, 0.17783], [0.14136, 0.41072, -0.14894], [-1.98097, -1.00432, -0.01048], [2.91403, -0.92610, -0.86149], [3.40102, 0.18236, 0.58019], [1.99832, -1.54569, 0.78704], [-2.11874, -0.87390, 1.09947], [-2.60542, -1.92873, -0.51076], [-2.26950, 0.26790, -0.48424], [1.49975, 0.60603, -0.23538], [-0.77382, 1.71121, 0.07864], [-0.29491, -1.34312, -0.00599]], "lowdin_charge": [-0.15, -1.09, -0.57, 0.12, 0.10, 0.14, 0.02, 0.09, 0.07, -0.29, 0.75, 0.82], "gap_ev": 9.038, "homo_ev": -8.783, "lumo_energy_ev": 0.3}

Entry x
{"formula": "C3H6OS2", "method": "ωB97M-V/def2-TZVPD", "symbols": ["C", "O", "C", "S", "C", "S", "H", "H", "H", "H", "H", "H"], "coordinates": [[-1.35181, -0.42361, 0.00430], [-0.79376, -0.53206, -1.23238], [0.64842, -0.32630, -1.36906], [1.54447, -0.58356, 0.27705], [0.64122, 0.79496, 1.38940], [-1.08923, 1.11593, 0.94943], [-2.39344, -0.50437, -0.22641], [-1.17180, -1.38132, 0.61633], [0.76689, 0.69200, -1.50954], [0.92113, -0.98907, -2.20613], [0.93732, 0.45073, 2.35236], [1.34058, 1.68668, 0.95465]], "lowdin_charge": [-0.61, -0.25, -0.40, 0.74, -0.70, 0.82, 0.08, 0.11, 0.04, 0.10, 0.00, 0.07], "gap_ev": 9.445, "homo_ev": -8.820, "lumo_energy_ev": 0.6}

Entry y
{"formula": "C3H6OS2", "method": "ωB97M-V/def2-TZVPD", "symbols": ["C", "O", "C", "S", "S", "C", "H", "H", "H", "H", "H", "H"], "coordinates": [[0.25667, 1.20840, 1.86989], [-0.93828, 1.20476, 0.93563], [-0.78262, 0.63088, -0.28047], [-1.89481, 0.66883, -1.53931], [0.57684, -0.38810, -0.20915], [0.31544, -1.54538, -1.51062], [0.09782, 0.29803, 2.46323], [1.24965, 1.21579, 1.27571], [0.08498, 2.21802, 2.46528], [-0.37176, -2.31051, -1.51053], [1.20133, -2.20756, -1.51031], [0.20475, -0.99316, -2.44934]], "lowdin_charge": [-0.10, -0.24, -1.15, 0.64, 0.92, -0.43, 0.08, 0.06, 0.13, 0.02, 0.05, 0.03], "gap_ev": 9.044, "homo_ev": -8.656, "lumo_energy_ev": 0.4}

Most stable structure: entry y

Entry w
{"formula": "C5H10O3", "method": "ωB97M-V/def2-TZVPD", "symbols": ["C", "O", "C", "O", "C", "C", "C", "O", "H", "H", "H", "H", "H", "H", "H", "H", "H", "H"], "coordinates": [[0.36771, 2.24149, 0.45429], [0.50793, 0.97853, -0.33666], [-0.25248, -0.12033, 0.03893], [0.23152, -0.95123, 0.92670], [1.59396, -1.33843, 0.85813], [-1.70969, 0.19311, -0.43697], [-0.88311, -0.54278, -1.24119], [-1.09307, -1.99158, -1.25783], [-0.68587, 2.83665, 0.37707], [0.67817, 2.03187, 1.44341], [1.27345, 2.87592, 0.10866], [1.72578, -1.52455, -0.34456], [2.42987, -0.76063, 1.09484], [1.78989, -2.24914, 1.56848], [-1.90058, 1.27630, -0.83321], [-2.54900, -0.23876, 0.19569], [-0.37571, -0.23165, -2.16479], [-1.14877, -2.48479, -0.45099]], "lowdin_charge": [-0.04, -0.13, -0.55, -0.05, -0.05, 0.00, -0.29, -0.02, 0.13, 0.05, 0.11, 0.16, 0.04, 0.12, 0.15, 0.15, 0.17, 0.07], "gap_ev": 9.446, "homo_ev": -8.594, "lumo_energy_ev": 0.9}

Entry x
{"formula": "C5H10O3", "method": "ωB97M-V/def2-TZVPD", "symbols": ["C", "O", "C", "O", "O", "H", "H", "H", "H", "C", "C", "C", "H", "H", "H", "H", "H", "H"], "coordinates": [[-0.69960, -1.24566, -1.92523], [-1.40970, -0.48255, -0.94024], [-1.13737, -0.76307, 0.32627], [-0.43127, -1.75839, 0.70150], [-2.02503, -0.16494, 1.11876], [-1.09778, -0.92272, -2.88476], [0.36931, -1.02855, -1.86875], [-0.86390, -2.31186, -1.76405], [-1.82335, -0.41065, 2.03217], [0.90144, 0.89496, 1.91719], [0.83526, 0.50957, 0.64494], [1.14368, 1.41879, -0.50305], [0.74794, 0.19310, 2.73012], [1.19605, 1.89773, 2.21316], [0.64230, -0.80362, 0.63566], [0.28219, 1.51302, -1.16585], [1.39664, 2.42870, -0.16847], [1.97318, 1.03614, -1.09935]], "lowdin_charge": [-0.01, 0.00, -0.64, -0.01, 0.17, 0.10, 0.09, 0.10, 0.14, -0.02, -0.28, -0.11, 0.05, 0.05, 0.15, 0.07, 0.07, 0.07], "gap_ev": 9.900, "homo_ev": -9.095, "lumo_energy_ev": 0.8}

Entry y
{"formula": "C5H10O3", "method": "ωB97M-V/def2-TZVPD", "symbols": ["C", "C", "O", "O", "H", "H", "H", "H", "C", "C", "C", "O", "H", "H", "H", "H", "H", "H"], "coordinates": [[1.87896, -0.66605, 1.06177], [1.18956, -0.62703, -0.30842], [0.87605, 0.95537, -0.54778], [1.72698, -1.17847, -1.26062], [1.33739, 1.64980, -0.05662], [1.34037, -0.11715, 1.83752], [2.02756, -1.70706, 1.35044], [2.86316, -0.20651, 0.95740], [-1.79664, 1.02550, -1.15472], [-1.15114, 0.29729, -0.03477], [-0.59075, -1.01139, -0.15816], [-1.28774, 0.87820, 1.15333], [-0.92841, 0.31214, 1.85146], [-1.86278, 2.09166, -0.94842], [-1.23386, 0.85553, -2.06880], [-2.80312, 0.61768, -1.29396], [-0.73492, -1.65951, 0.70368], [-0.85067, -1.51001, -1.08333]], "lowdin_charge": [-0.02, -0.60, -0.12, 0.00, 0.08, 0.06, 0.09, 0.09, 0.01, -0.35, 0.00, 0.12, 0.13, 0.10, 0.10, 0.11, 0.11, 0.11], "gap_ev": 8.647, "homo_ev": -8.377, "lumo_energy_ev": 0.3}

Most stable structure: entry y